# C31H51BBrCl21N2O6

8 unconnected molecules or ions with the total composition C31H51BBrCl21N2O6 (ωB97M-V with the def2-TZVPD basis set, OMol25).

Calculated values
SMILES: C=CC[C@@]1(CCC(N)=O)[C@@](CB(O)O)(C[C@H](C)O)NC(=O)[C@@]1(C[C@H](C)Br)OC[C@H](C)CC(C)C.ClC(Cl)Cl.ClC(Cl)Cl.ClC(Cl)Cl.ClC(Cl)Cl.ClC(Cl)Cl.ClC(Cl)Cl.ClC(Cl)Cl

```
! wB97M-V def2-TZVPD RIJCOSX def2/J DEFGRID3
* xyz 0 1
C -2.26 -2.84 -0.79
C -1.32 -2.11 -0.01
C 0.13 -2.65 0.28
C 1.24 -1.59 0.73
C 1.20 -1.79 2.35
C -0.23 -1.47 3.01
C 0.06 -0.68 4.38
N 1.09 -1.26 5.28
O -0.54 0.39 4.68
C 2.68 -2.07 0.21
C 3.54 -3.12 1.09
B 4.62 -2.39 2.10
O 5.96 -2.15 1.58
O 4.34 -2.04 3.46
C 2.92 -2.60 -1.27
C 2.01 -2.06 -2.44
C 2.05 -3.18 -3.63
O 2.52 -0.84 -3.08
N 3.55 -0.82 0.37
C 2.65 0.22 -0.14
O 3.15 1.09 -0.87
C 1.08 -0.02 0.29
C 1.03 1.07 1.48
C 1.25 2.58 1.03
C 2.54 3.25 1.75
Br -0.32 3.65 1.74
O 0.48 0.23 -0.97
C -0.76 0.94 -1.01
C -0.57 2.11 -2.12
C -1.29 3.48 -1.72
C -0.86 1.60 -3.61
C -2.37 1.71 -4.12
C -2.72 3.12 -4.86
C -3.49 1.33 -3.05
H -1.99 -3.68 -1.48
H -3.37 -2.59 -0.66
H -1.74 -1.14 0.43
H 0.02 -3.43 1.12
H 0.41 -3.29 -0.63
H 2.04 -1.19 2.84
H 1.41 -2.87 2.65
H -0.72 -2.46 3.35
H -0.92 -0.83 2.39
H 1.04 -2.29 5.14
H 2.04 -1.01 4.98
H 4.21 -3.71 0.36
H 2.91 -3.92 1.61
H 5.92 -2.42 0.64
H 4.50 -1.07 3.51
H 4.01 -2.46 -1.60
H 2.78 -3.75 -1.24
H 0.90 -1.93 -2.21
H 1.08 -3.07 -4.21
H 2.90 -2.93 -4.36
H 2.18 -4.23 -3.24
H 2.20 -0.84 -4.00
H 4.31 -0.74 -0.33
H 1.79 0.85 2.30
H 0.01 1.03 2.02
H 1.26 2.70 -0.10
H 2.26 4.31 2.07
H 2.81 2.71 2.72
H 3.41 3.36 1.03
H -1.54 0.24 -1.47
H -1.21 1.31 -0.04
H 0.56 2.33 -2.08
H -1.53 4.15 -2.62
H -0.52 4.08 -1.12
H -2.18 3.29 -1.05
H -0.50 0.53 -3.81
H -0.22 2.26 -4.29
H -2.47 0.93 -4.96
H -3.51 2.95 -5.68
H -1.80 3.56 -5.34
H -3.17 3.85 -4.11
H -4.50 1.40 -3.60
H -3.36 0.24 -2.78
H -3.57 2.04 -2.17
C 5.52 1.92 -2.95
Cl 6.98 1.49 -2.05
Cl 5.59 3.61 -3.47
Cl 5.30 0.85 -4.34
H 4.66 1.80 -2.29
C -3.95 0.02 6.43
Cl -3.42 -1.65 6.19
Cl -5.15 0.47 5.21
Cl -4.61 0.23 8.06
H -3.09 0.67 6.33
C -8.37 0.19 9.14
Cl -9.10 -1.39 8.82
Cl -9.58 1.48 9.02
Cl -7.61 0.21 10.74
H -7.60 0.37 8.40
C 4.51 7.18 -1.74
Cl 4.02 8.80 -2.23
Cl 5.76 7.25 -0.50
Cl 3.11 6.26 -1.16
H 4.92 6.66 -2.61
C 1.92 3.73 -6.45
Cl 1.44 3.62 -8.15
Cl 0.64 4.47 -5.48
Cl 2.33 2.13 -5.81
H 2.80 4.37 -6.39
C -7.46 -2.78 4.20
Cl -7.83 -2.43 5.89
Cl -6.08 -3.89 4.08
Cl -8.87 -3.45 3.38
H -7.19 -1.85 3.71
C -2.27 -6.70 -3.32
Cl -0.89 -5.70 -2.82
Cl -1.75 -8.37 -3.61
Cl -3.55 -6.66 -2.10
H -2.66 -6.30 -4.25
*
```

Löwdin atomic charge list, values in e, 8 entries: atom 1 (C): -0.0022, atom 2 (C): -0.1498, atom 3 (C): -0.1137, atom 4 (C): -0.1911, atom 5 (C): -0.1398, atom 6 (C): -0.0915, atom 7 (C): -0.4080, atom 8 (N): 0.0928


# C4H23NO9

8 unconnected molecules or ions with the total composition C4H23NO9 (ωB97M-V with the def2-TZVPD basis set, OMol25).

Calculated values
Energy above the lowest of the compared OMol25 structures with the same formula, charge and spin: 15.8 kJ/mol
SMILES: C[C@@H](N)CC(=O)O.O.O.O.O.O.O.O

```
! wB97M-V def2-TZVPD RIJCOSX def2/J DEFGRID3
* xyz 0 1
C 1.87 0.39 -3.02
C 1.53 -0.41 -1.76
C 0.42 -1.46 -2.06
C -0.54 -1.59 -0.92
O -0.10 -2.35 0.09
O -1.69 -1.18 -0.93
N 1.11 0.44 -0.66
H 1.02 0.96 -3.39
H 2.70 1.06 -2.82
H 2.18 -0.28 -3.83
H 2.46 -0.92 -1.47
H 0.91 -2.41 -2.25
H -0.14 -1.19 -2.95
H -0.80 -2.42 0.87
H 1.88 0.80 -0.12
H 0.53 1.22 -0.94
H -2.55 -2.00 0.76
H -2.15 -1.39 2.12
O -2.08 -2.22 1.59
H -2.53 0.40 -1.14
H -3.19 1.42 -2.11
O -2.97 1.29 -1.19
H 2.66 -2.24 1.45
H 1.19 -1.87 1.17
O 1.91 -1.78 1.83
H -0.25 2.73 2.89
H 0.54 1.54 2.24
O -0.33 2.01 2.25
H -1.61 0.84 2.49
H -3.04 0.64 2.02
O -2.38 0.22 2.59
H -0.73 2.70 0.57
H -1.69 2.46 -0.62
O -0.85 2.91 -0.39
H 2.60 0.92 3.14
H 1.99 -0.12 2.15
O 2.10 0.85 2.32
*
```

Löwdin atomic charge list, values in e, 8 entries: atom 1 (C): -0.0694, atom 2 (C): -0.4195, atom 3 (C): -0.0516, atom 4 (C): -0.4955, atom 5 (O): 0.0400, atom 6 (O): 0.0444, atom 7 (N): 0.0634, atom 8 (H): 0.0813


# C17H44N3O8S

5 unconnected molecules or ions with the total composition C17H44N3O8S (ωB97M-V with the def2-TZVPD basis set, OMol25).

```
! wB97M-V def2-TZVPD RIJCOSX def2/J DEFGRID3
* xyz -1 1
O 0.16 0.76 -0.89
H 0.11 0.78 0.16
H -0.03 1.70 -1.18
H -0.66 0.21 -1.18
S -0.83 2.09 2.04
O -1.36 2.82 0.86
O 0.22 1.12 1.57
O -0.23 3.03 3.00
O -1.89 1.30 2.70
C -1.12 5.59 -1.69
C -0.17 4.43 -2.04
C 1.12 4.54 -1.21
O 1.69 5.82 -1.30
C 3.06 5.83 -1.60
N -0.85 3.17 -1.83
H -1.91 5.69 -2.44
H -0.64 6.55 -1.52
H -1.63 5.46 -0.72
H 0.11 4.55 -3.09
H 1.81 3.78 -1.60
H 0.97 4.25 -0.16
H 3.54 5.00 -1.08
H 3.53 6.74 -1.20
H 3.30 5.80 -2.67
H -1.64 3.16 -2.46
H -1.22 3.10 -0.86
C -4.14 -1.12 -2.52
C -2.64 -0.88 -2.35
C -2.19 0.01 -3.53
O -0.80 -0.06 -3.62
C -0.28 0.49 -4.80
N -2.36 -0.28 -1.05
H -4.45 -1.96 -1.90
H -4.37 -1.43 -3.55
H -4.72 -0.22 -2.28
H -2.07 -1.79 -2.50
H -2.71 0.97 -3.35
H -2.63 -0.37 -4.45
H -0.50 1.57 -4.83
H -0.66 -0.01 -5.70
H 0.80 0.39 -4.84
H -2.65 -0.85 -0.27
H -2.97 0.54 -0.96
C 0.38 -1.52 4.51
C 1.01 -2.63 3.65
C 0.16 -3.88 3.81
C 0.40 -4.98 2.75
C 0.35 -4.38 1.37
C 1.22 -3.11 1.17
N 0.92 -2.18 2.24
O 1.70 -1.02 2.07
C 2.69 -3.52 1.05
C 0.74 -2.57 -0.19
C 2.43 -2.90 4.15
H 0.67 -1.61 5.56
H 0.91 -0.61 4.21
H -0.69 -1.37 4.38
H 0.30 -4.34 4.79
H -0.91 -3.65 3.73
H 1.39 -5.45 2.85
H -0.37 -5.74 2.89
H -0.70 -4.14 1.14
H 0.61 -5.09 0.59
H 3.38 -2.69 1.22
H 3.01 -3.85 0.06
H 2.93 -4.33 1.74
H 1.39 -1.81 -0.62
H -0.28 -2.20 -0.06
H 0.75 -3.37 -0.94
H 2.44 -3.10 5.22
H 2.86 -3.78 3.67
H 3.15 -2.12 3.90
H 1.03 -0.30 1.96
*
```

Löwdin atomic charge list, values in e, 8 entries: atom 1 (O): 0.0837, atom 2 (H): 0.0465, atom 3 (H): 0.0696, atom 4 (H): 0.0824, atom 5 (S): 0.2695, atom 6 (O): -0.4271, atom 7 (O): -0.4062, atom 8 (O): -0.3979


# C23H47N2O6S

3 unconnected molecules or ions with the total composition C23H47N2O6S (ωB97M-V with the def2-TZVPD basis set, OMol25).

Calculated values
Energy above the lowest of the compared OMol25 structures with the same formula, charge and spin: 202.6 kJ/mol

```
! wB97M-V def2-TZVPD RIJCOSX def2/J DEFGRID3
* xyz 1 1
C 3.07 1.73 1.76
C 2.20 1.38 0.47
O 1.82 -0.02 0.60
C 0.59 -0.29 -0.04
S -0.59 -1.15 1.10
O -0.10 -0.99 2.68
C -2.25 -0.32 1.06
C -2.11 1.20 0.75
C -1.50 2.06 1.77
C -1.34 3.47 1.43
C -1.75 4.05 0.14
C -1.51 5.57 -0.10
C -2.37 3.15 -0.84
C -2.55 1.73 -0.53
H 2.60 2.55 2.36
H 4.12 2.01 1.49
H 3.09 0.82 2.43
H 1.33 2.09 0.46
H 2.84 1.53 -0.44
H 0.82 -1.03 -0.86
H 0.16 0.61 -0.56
H 0.48 -0.19 2.70
H -2.94 -0.88 0.39
H -2.69 -0.40 2.10
H -1.19 1.62 2.75
H -0.85 4.11 2.20
H -1.14 6.05 0.84
H -2.44 6.08 -0.47
H -0.73 5.77 -0.89
H -2.71 3.60 -1.80
H -3.01 1.01 -1.26
C 3.36 -2.19 2.72
O 3.95 -1.57 3.85
C 3.12 -1.62 5.01
C 3.77 -2.50 6.08
N 3.74 -3.91 5.68
C 4.54 -4.78 6.54
C 6.06 -4.56 6.53
O 6.68 -4.88 5.30
C 6.71 -3.82 4.36
H 4.01 -2.00 1.86
H 3.29 -3.27 2.86
H 2.37 -1.78 2.51
H 2.11 -1.96 4.78
H 3.06 -0.60 5.40
H 3.22 -2.38 7.02
H 4.79 -2.15 6.22
H 4.08 -3.99 4.73
H 4.35 -5.80 6.21
H 4.17 -4.70 7.57
H 6.48 -5.26 7.27
H 6.35 -3.56 6.87
H 6.77 -2.84 4.83
H 5.83 -3.87 3.70
H 7.59 -3.95 3.73
C -5.13 -0.63 -3.75
O -3.85 -0.54 -4.35
C -3.76 -1.25 -5.59
C -3.56 -0.27 -6.74
N -4.78 0.50 -6.98
C -4.60 1.61 -7.92
C -3.68 2.75 -7.47
O -4.18 3.50 -6.37
C -3.84 2.96 -5.11
H -5.08 -0.16 -2.76
H -5.88 -0.10 -4.34
H -5.43 -1.68 -3.62
H -4.62 -1.90 -5.75
H -2.87 -1.88 -5.52
H -3.31 -0.83 -7.65
H -2.72 0.38 -6.49
H -5.11 0.87 -6.10
H -5.59 2.03 -8.09
H -4.25 1.22 -8.88
H -3.63 3.46 -8.31
H -2.65 2.42 -7.29
H -2.87 2.45 -5.11
H -4.62 2.29 -4.75
H -3.78 3.79 -4.39
*
```

Löwdin atomic charge list, values in e, 8 entries: atom 1 (C): -0.0415, atom 2 (C): -0.2075, atom 3 (O): -0.2078, atom 4 (C): -0.3139, atom 5 (S): 1.1921, atom 6 (O): -0.2836, atom 7 (C): -0.2527, atom 8 (C): -0.2942


Number 1: LUMO 0.000 hartree, M 1382.99 g mol⁻¹, total energy -381925.425 eV. Number 2: LUMO 0.016 hartree, M 229.23 g mol⁻¹, total energy -24441.186 eV. Number 3: LUMO 0.086 hartree, M 450.62 g mol⁻¹, total energy -50028.242 eV. Number 4: LUMO -0.148 hartree, M 479.70 g mol⁻¹, total energy -50701.191 eV.